{"formula": "C6H13N2O3", "method": "ωB97M-V with the def2-TZVPD basis set", "symbols": ["C", "N", "C", "N", "C", "C", "C", "O", "C", "O", "O", "H", "H", "H", "H", "H", "H", "H", "H", "H", "H", "H", "H", "H"], "positions_angstrom": [[-1.690, 1.307, -0.388], [-0.878, 0.640, 0.609], [-0.500, 1.584, 1.734], [0.329, 0.090, 0.146], [1.096, 1.151, -0.621], [0.305, -1.219, -0.401], [-0.362, -2.176, 0.616], [-0.377, -1.351, -1.701], [1.852, -1.663, -0.697], [2.635, -1.765, 0.257], [2.129, -1.711, -1.903], [-1.925, 0.591, -1.288], [-2.734, 1.414, -0.038], [-1.110, 2.175, -0.591], [-0.802, 0.958, 2.540], [0.580, 1.588, 1.840], [-0.896, 2.577, 1.690], [1.008, 2.101, -0.160], [2.124, 0.897, -0.528], [0.593, 1.312, -1.634], [-1.466, -1.823, 0.787], [-0.550, -3.202, 0.413], [0.146, -2.040, 1.559], [0.491, -1.434, -2.239]], "nbo_charge": [-0.461, -0.297, -0.454, -0.316, -0.451, 0.272, -0.618, -0.814, 0.750, -0.749, -0.769, 0.240, 0.192, 0.168, 0.211, 0.211, 0.179, 0.174, 0.231, 0.187, 0.193, 0.207, 0.218, 0.498], "spin_multiplicity": 1, "relative_energy_kcal_mol": 0.0, "energy_ev": -15554.726, "lumo_energy_ev": 3.52, "gap_ev": 8.0, "charge": -1, "smiles": "CN(C)N(C)[C@@](C)(O)C(=O)[O-]"}

{"formula": "C6H13N2O4P", "method": "ωB97M-V with the def2-TZVPD basis set", "symbols": ["H", "N", "C", "C", "N", "C", "C", "O", "H", "H", "H", "H", "H", "C", "O", "P", "O", "O", "C", "H", "H", "H", "H", "H", "H", "H"], "positions_angstrom": [[2.028, -3.620, -0.540], [2.083, -2.639, -0.653], [3.127, -1.958, -0.479], [3.068, -0.509, -0.661], [4.071, 0.250, -0.454], [4.271, 1.610, -0.304], [3.387, 2.218, 0.895], [5.001, 2.270, -1.025], [4.087, -2.348, -0.053], [2.154, -0.129, -0.892], [2.623, 2.894, 0.475], [3.122, 1.403, 1.476], [4.227, 2.839, 1.436], [-4.035, 1.053, -1.571], [-3.353, 0.788, -0.375], [-1.748, 0.456, -0.255], [-1.397, 1.869, 0.466], [-1.839, -0.453, 1.232], [-2.248, -1.748, 1.277], [-4.926, 1.457, -1.287], [-4.159, 0.135, -2.143], [-3.394, 1.779, -2.174], [-1.739, 1.819, 1.300], [-1.716, -2.506, 0.673], [-3.310, -1.697, 0.945], [-2.238, -2.168, 2.268]], "nbo_charge": [0.360, -0.584, 0.079, 0.113, -0.425, 0.676, -0.709, -0.557, 0.168, 0.173, 0.250, 0.213, 0.238, -0.232, -0.835, 1.567, -0.980, -0.812, -0.251, 0.191, 0.174, 0.170, 0.489, 0.168, 0.166, 0.187], "spin_multiplicity": 1, "relative_energy_kcal_mol": 64.0, "energy_ev": -26890.218, "lumo_energy_ev": -0.39, "gap_ev": 9.3, "smiles": "[H]/N=C/C=N/C(C)=O.COP(O)OC"}